[1]
A structure of composition C8H20AsF6MgNO7 in a non-equilibrium geometry. Source: the Open Molecules 2025 dataset; level of theory: ωB97M-V/def2-TZVPD.

```
44
C8H20AsF6MgNO7 | the Open Molecules 2025 dataset | ωB97M-V/def2-TZVPD
Mg 0.213 -0.015 -0.136
N 2.727 -0.774 -2.030
O 1.876 -0.286 -1.194
O 3.901 -0.562 -1.821
O 2.316 -1.550 -2.887
As 0.001 -3.443 1.200
F -0.221 -5.022 1.766
F 0.834 -3.940 -0.177
F 0.225 -1.726 0.688
F -0.807 -2.789 2.552
F 1.485 -3.275 2.033
F -1.482 -3.412 0.324
C -1.777 1.044 1.940
O -1.508 0.372 0.759
C -2.583 -0.459 0.286
C -2.364 -0.574 -1.203
O -0.983 -0.776 -1.495
C -0.763 -0.779 -2.925
H -2.104 0.336 2.714
H -2.605 1.753 1.813
H -0.918 1.578 2.328
H -3.554 -0.015 0.515
H -2.527 -1.409 0.819
H -2.807 0.283 -1.726
H -2.928 -1.436 -1.580
H -1.699 -0.856 -3.467
H -0.087 -1.602 -3.144
H -0.217 0.121 -3.213
C -0.459 2.683 -1.669
O 0.236 2.003 -0.649
C 1.447 2.570 -0.220
C 1.840 1.983 1.150
O 1.297 0.693 1.357
C 1.743 0.111 2.575
H -1.481 2.333 -1.725
H 0.051 2.538 -2.633
H -0.399 3.766 -1.525
H 1.466 3.667 -0.150
H 2.235 2.391 -0.962
H 1.633 2.670 1.975
H 2.932 1.893 1.088
H 1.194 0.449 3.453
H 2.784 0.427 2.748
H 1.836 -0.964 2.446
```

Summary:
Spin multiplicity: 1
LUMO level: -0.21 eV
Net charge: 0
Frontier orbital gap: 8.82 eV
HOMO: -9.033 eV

---

[2]
The ion C43H41N4 with charge +1 in a non-equilibrium geometry. Source: the Open Molecules 2025 dataset; level of theory: ωB97M-V/def2-TZVPD.

```
88
C43H41N4 | the Open Molecules 2025 dataset | ωB97M-V/def2-TZVPD
C -1.327 3.654 0.360
C -2.305 4.783 0.081
N -3.701 4.380 0.419
C -4.035 3.161 -0.412
C -3.099 1.999 -0.162
N -2.027 2.369 0.894
C -2.827 2.786 2.159
C -3.713 3.975 1.871
H -0.770 3.376 -0.548
H -0.702 4.030 1.172
H -2.094 5.680 0.689
H -2.302 5.091 -0.978
H -5.085 2.935 -0.180
H -3.971 3.520 -1.452
H -3.671 1.172 0.268
H -2.570 1.732 -1.090
H -3.449 1.925 2.426
H -2.088 3.043 2.923
H -3.414 4.863 2.437
H -4.761 3.793 2.121
C -4.507 -3.431 -5.199
C -5.309 -3.274 -4.064
C -4.762 -3.413 -2.782
C -3.396 -3.695 -2.623
N -2.819 -3.789 -1.311
C -2.730 -5.098 -0.755
C -1.550 -5.824 -0.945
C -1.538 -7.186 -0.672
C -2.676 -7.808 -0.153
C -3.840 -7.070 0.089
C -3.873 -5.707 -0.223
C -2.419 -2.608 -0.672
C -3.043 -2.189 0.514
C -2.706 -0.945 1.069
C -1.655 -0.182 0.550
C -1.114 0.960 1.424
C 0.418 1.052 1.312
C 0.996 2.284 1.611
C 2.346 2.556 1.522
C 3.230 1.474 1.355
N 4.585 1.713 1.267
C 5.533 0.668 1.348
C 6.215 0.286 0.198
C 7.317 -0.559 0.303
C 7.748 -0.984 1.565
C 7.002 -0.667 2.703
C 5.855 0.127 2.605
C 5.036 2.997 0.839
C 5.684 3.808 1.773
C 6.105 5.079 1.390
C 5.935 5.492 0.062
C 5.325 4.651 -0.880
C 4.858 3.396 -0.489
C 2.721 0.171 1.212
C 1.346 -0.009 1.055
C -1.158 -0.516 -0.713
C -1.604 -1.684 -1.357
C -2.625 -3.951 -3.757
C -3.169 -3.782 -5.029
H -4.916 -3.250 -6.197
H -6.354 -2.972 -4.176
H -5.385 -3.282 -1.886
H -0.689 -5.308 -1.372
H -0.635 -7.762 -0.869
H -2.669 -8.883 0.055
H -4.736 -7.546 0.504
H -4.789 -5.118 -0.100
H -3.809 -2.816 0.980
H -3.259 -0.586 1.940
H -1.421 0.881 2.518
H 0.343 3.126 1.890
H 2.736 3.578 1.679
H 5.875 0.670 -0.770
H 7.830 -0.876 -0.596
H 8.664 -1.576 1.650
H 7.293 -1.038 3.686
H 5.238 0.384 3.471
H 5.796 3.437 2.797
H 6.539 5.744 2.140
H 6.283 6.486 -0.237
H 5.178 4.972 -1.914
H 4.350 2.719 -1.185
H 3.439 -0.672 1.240
H 1.054 -1.019 0.733
H -0.431 0.116 -1.223
H -1.257 -1.903 -2.376
H -1.586 -4.253 -3.620
H -2.530 -3.866 -5.900
```

Summary:
Spin multiplicity: 1
LUMO level: -2.18 eV
Net charge: +1
Frontier orbital gap: 7.75 eV
HOMO: -9.930 eV
SMILES string: c1ccc(N(c2ccccc2)c2ccc(C(c3ccc(N(c4ccccc4)c4ccccc4)cc3)[N+]34CCN(CC3)CC4)cc2)cc1

---

[3]
A cluster of 8 separate species, C47H42BFN3O15 in total in a non-equilibrium geometry. Source: the Open Molecules 2025 dataset; level of theory: ωB97M-V/def2-TZVPD.

```
109
C47H42BFN3O15 | the Open Molecules 2025 dataset | ωB97M-V/def2-TZVPD
C 1.026 -4.270 5.640
C 1.028 -3.427 4.231
C 2.575 -3.098 3.688
F 2.932 -1.786 4.271
N 2.504 -3.147 2.183
B 3.415 -4.186 1.566
C 4.862 -3.930 0.830
O 2.914 -5.605 1.594
C 2.585 -1.797 1.523
N 1.321 -1.333 0.769
N 3.660 -0.951 1.468
H 0.263 -3.734 6.370
H 0.567 -5.343 5.410
H 2.113 -4.348 6.076
H 0.509 -4.077 3.401
H 0.498 -2.362 4.306
H 3.326 -3.902 4.141
H 4.693 -3.285 -0.160
H 5.672 -3.428 1.537
H 5.264 -4.978 0.447
H 2.761 -5.839 2.566
H 0.599 -1.172 1.506
H 1.000 -2.217 0.270
H 3.456 0.089 1.565
H 4.669 -1.213 1.421
C -4.927 -4.844 2.196
C -3.988 -4.860 3.146
C -2.558 -4.710 2.812
O -1.697 -4.727 3.681
C -2.206 -4.540 1.388
C -3.146 -4.524 0.438
C -4.576 -4.674 0.772
O -5.437 -4.657 -0.097
H -5.981 -4.953 2.424
H -4.229 -4.983 4.195
H -1.153 -4.431 1.160
H -2.905 -4.401 -0.611
C 1.019 1.199 -4.600
C 0.095 0.268 -4.342
C 0.196 -0.603 -3.155
O -0.649 -1.456 -2.920
C 1.356 -0.406 -2.263
C 2.280 0.525 -2.521
C 2.179 1.396 -3.708
O 3.024 2.249 -3.944
H 0.961 1.846 -5.467
H -0.762 0.112 -4.986
H 1.414 -1.053 -1.397
H 3.137 0.681 -1.877
C -5.558 0.516 -6.448
C -4.456 -0.223 -6.612
C -3.115 0.395 -6.630
O -2.107 -0.281 -6.782
C -3.039 1.859 -6.458
C -4.140 2.598 -6.294
C -5.481 1.981 -6.276
O -6.490 2.656 -6.123
H -6.549 0.079 -6.432
H -4.495 -1.298 -6.738
H -2.048 2.296 -6.473
H -4.101 3.673 -6.167
C -0.365 7.061 -2.921
C -0.771 5.928 -3.502
C -0.090 4.645 -3.237
O -0.459 3.608 -3.770
C 1.055 4.663 -2.305
C 1.460 5.796 -1.724
C 0.779 7.079 -1.989
O 1.149 8.117 -1.456
H -0.853 8.011 -3.105
H -1.609 5.898 -4.188
H 1.543 3.713 -2.121
H 2.299 5.826 -1.039
C 3.303 1.445 8.783
C 2.178 0.813 8.432
C 2.089 0.054 7.168
O 1.059 -0.522 6.845
C 3.289 0.020 6.310
C 4.413 0.651 6.661
C 4.503 1.410 7.924
O 5.532 1.987 8.248
H 3.385 2.006 9.706
H 1.289 0.828 9.051
H 3.207 -0.542 5.387
H 5.302 0.636 6.042
C 7.437 0.744 1.685
C 8.402 1.639 1.917
C 8.697 2.715 0.951
O 9.581 3.534 1.162
C 7.883 2.765 -0.280
C 6.918 1.870 -0.512
C 6.624 0.793 0.454
O 5.740 -0.025 0.243
H 7.209 -0.053 2.383
H 9.007 1.616 2.816
H 8.112 3.561 -0.978
H 6.314 1.892 -1.411
C -10.916 0.902 -2.129
C -10.354 0.002 -2.943
C -9.372 0.405 -3.969
O -8.860 -0.418 -4.715
C -9.033 1.839 -4.060
C -9.595 2.739 -3.246
C -10.577 2.336 -2.220
O -11.089 3.159 -1.474
H -11.638 0.624 -1.372
H -10.592 -1.053 -2.888
H -8.311 2.117 -4.817
H -9.357 3.794 -3.301
```

Summary:
Spin multiplicity: 1
LUMO level: -5.12 eV
Net charge: +1
Frontier orbital gap: 6.17 eV
HOMO: -11.291 eV

---

[4]
A structure of composition C14H21CaClN7O4 in a non-equilibrium geometry. Source: the Open Molecules 2025 dataset; level of theory: ωB97M-V/def2-TZVPD.

```
48
C14H21CaClN7O4 | the Open Molecules 2025 dataset | ωB97M-V/def2-TZVPD
Ca -2.358 -2.710 1.688
Cl -0.595 -0.251 0.563
O -0.929 -1.633 0.127
O -0.377 -0.376 1.992
O 0.522 0.199 -0.168
O -1.737 0.586 0.321
C 2.778 1.894 2.663
C 2.491 3.275 2.271
N 2.314 4.376 2.003
H 3.368 1.954 3.578
H 3.380 1.412 1.895
H 1.859 1.345 2.842
C 0.657 -6.449 0.957
C 0.132 -5.134 1.264
N -0.282 -4.085 1.497
H 1.027 -6.914 1.872
H 1.479 -6.349 0.249
H -0.118 -7.101 0.559
C -0.356 0.324 5.230
C 0.881 -0.369 4.916
N 1.860 -0.895 4.635
H -0.982 0.428 4.344
H -0.173 1.348 5.558
H -0.885 -0.188 6.031
C -1.575 0.068 -3.608
C -2.776 -0.564 -4.143
N -3.709 -1.127 -4.509
H -0.730 -0.570 -3.866
H -1.696 0.242 -2.542
H -1.397 1.028 -4.095
C 0.901 4.036 -1.407
C 2.174 4.272 -2.071
N 3.179 4.475 -2.580
H 0.830 2.983 -1.133
H 0.028 4.381 -1.948
H 0.931 4.590 -0.464
C -2.631 3.952 -1.170
C -2.385 3.791 -2.599
N -2.185 3.705 -3.724
H -3.708 3.990 -1.015
H -2.204 4.905 -0.862
H -2.201 3.149 -0.577
C 0.956 -3.880 -1.989
C 0.700 -3.194 -3.247
N 0.532 -2.670 -4.253
H 0.326 -4.773 -2.058
H 0.682 -3.299 -1.115
H 2.001 -4.176 -1.913
```

Summary:
Spin multiplicity: 1
LUMO level: -6.44 eV
Net charge: +1
Frontier orbital gap: 6.26 eV
HOMO: -12.699 eV

---

The lowest frontier orbital gap belongs to which entry?
C47H42BFN3O15

---

Among the records above, which one has the highest frontier orbital gap?
C8H20AsF6MgNO7